Here is 5 unconnected molecules or ions with the total composition C6H19NO5 in a non-equilibrium geometry from the OMol25 dataset. Energies are from ωB97M-V/def2-TZVPD.

Results
Structure (SMILES) = C/C(=C\N)CCC=O.O.O.O.O
Gap between HOMO and LUMO = 8.481 eV
Highest occupied orbital energy = -0.2962 Eh
E_LUMO = 0.42 eV
Charge = 0
Relative energy (zero: lowest compared OMol25 entry of this formula, charge and spin) = 144.95 kJ/mol

Cartesian coordinates (Å):
C: -2.279 -0.279 -0.593
C: -0.936 0.371 -0.363
C: 0.226 -0.262 -0.571
N: 0.322 -1.531 -1.152
C: -0.989 1.754 0.222
C: -0.895 1.866 1.761
C: 0.593 1.911 2.210
O: 1.501 2.125 1.451
H: -2.339 -0.980 -1.436
H: -3.017 0.499 -0.787
H: -2.565 -0.835 0.303
H: 1.163 0.230 -0.331
H: -0.538 -1.885 -1.525
H: 1.122 -1.592 -1.758
H: -1.798 2.332 -0.245
H: -0.119 2.362 -0.048
H: -1.432 2.741 2.142
H: -1.243 0.956 2.252
H: 0.780 1.727 3.272
O: -0.383 -2.294 2.182
H: -1.186 -1.820 2.445
H: -0.384 -2.423 1.237
O: 1.429 -0.498 2.962
H: 0.836 -1.241 2.726
H: 2.320 -0.812 2.966
O: -0.787 -1.218 -3.818
H: -0.903 -0.603 -3.092
H: 0.029 -1.092 -4.310
O: 1.802 -0.468 -3.449
H: 2.681 -0.219 -3.163
H: 1.180 0.214 -3.186

Here is 2 unconnected molecules or ions with the total composition C5H14N3O in a non-equilibrium geometry from the OMol25 dataset. Energies are from ωB97M-V/def2-TZVPD.

Results
Gap between HOMO and LUMO (spin up / spin down) = 8.782 / 8.782 eV
Highest occupied orbital energy (spin up / spin down) = -0.5001 / -0.5002 Eh
E_LUMO (spin up / spin down) = -4.83 / -4.83 eV
Charge = +1
Relative energy (zero: lowest compared OMol25 entry of this formula, charge and spin) = 663.73 kJ/mol

Cartesian coordinates (Å):
C: -0.247 0.558 1.088
C: 2.432 -0.728 0.221
C: -1.563 0.025 -1.641
C: 1.311 -0.861 -0.870
C: -1.113 -1.322 -0.904
N: -1.014 0.297 2.161
N: 0.236 1.721 0.772
N: 0.070 -1.149 -0.163
O: 0.274 2.875 1.561
H: 2.418 -1.576 0.850
H: 3.343 -0.514 -0.134
H: 2.118 0.135 0.760
H: -1.547 -0.126 -2.766
H: -2.692 -0.033 -1.524
H: -1.180 0.974 -1.181
H: 1.424 -1.784 -1.373
H: 1.252 -0.218 -1.623
H: -1.126 -2.181 -1.707
H: -1.909 -1.706 -0.174
H: -1.144 0.940 2.908
H: -1.666 -0.463 2.304
H: 0.868 1.878 -0.029
H: -0.543 3.258 1.466

Here is a molecular structure, C33H32FN12O6PdS in a non-equilibrium geometry from the OMol25 dataset. Energies are from ωB97M-V/def2-TZVPD.

Results
Gap between HOMO and LUMO = 4.660 eV
Highest occupied orbital energy = -0.3056 Eh
E_LUMO = -3.66 eV
Charge = +1
Relative energy (zero: lowest compared OMol25 entry of this formula, charge and spin) = 331.65 kJ/mol

Cartesian coordinates (Å):
Pd: -0.042 -0.088 -0.229
C: 4.673 1.290 5.732
C: 3.933 -0.046 5.765
N: 2.765 -0.020 4.892
C: 3.023 -0.060 3.559
C: 2.125 0.100 2.549
C: 2.727 0.063 1.120
O: 3.945 0.135 1.063
O: 1.986 -0.042 0.097
C: 0.744 0.308 2.904
O: -0.180 0.642 2.151
C: 0.457 0.141 4.330
C: -0.878 0.110 4.720
C: -1.226 0.083 6.040
F: -2.554 -0.004 6.319
C: -0.263 0.162 7.065
C: 1.072 0.149 6.664
C: 1.461 0.081 5.315
N: -0.636 0.304 8.402
C: 0.223 0.048 9.522
C: 0.259 1.296 10.416
N: -1.141 1.783 10.670
C: -2.166 0.789 10.260
C: -2.028 0.508 8.768
H: 5.539 1.250 6.386
H: 4.023 2.099 6.056
H: 5.016 1.506 4.724
H: 3.638 -0.299 6.784
H: 4.600 -0.841 5.416
H: 4.059 -0.206 3.288
H: -1.643 0.098 3.960
H: 1.845 0.205 7.414
H: 1.236 -0.169 9.193
H: -0.117 -0.828 10.090
H: 0.811 2.090 9.912
H: 0.752 1.074 11.362
H: -1.311 2.638 10.127
H: -1.263 2.020 11.660
H: -3.164 1.184 10.459
H: -2.034 -0.116 10.853
H: -2.414 1.359 8.196
H: -2.651 -0.362 8.531
N: -2.866 -2.145 -0.516
C: -3.112 -0.839 -0.378
N: -4.384 -0.508 -0.188
C: -4.652 0.796 -0.100
N: -5.920 1.167 0.097
N: -3.725 1.754 -0.171
C: -2.474 1.350 -0.319
N: -2.097 0.048 -0.451
C: -1.434 2.356 -0.306
C: -1.726 3.717 -0.152
C: -0.687 4.614 -0.048
C: 0.622 4.135 -0.123
C: 0.833 2.779 -0.305
N: -0.163 1.906 -0.394
H: -3.637 -2.776 -0.393
H: -1.936 -2.484 -0.685
H: -6.640 0.468 0.087
H: -6.150 2.144 0.080
H: -2.761 4.010 -0.090
H: -0.876 5.667 0.095
H: 1.464 4.804 -0.040
H: 1.837 2.378 -0.384
O: -1.641 -9.822 2.640
S: -0.634 -8.839 2.934
O: -1.067 -7.690 3.687
O: 0.713 -9.294 3.183
C: -0.286 -8.137 1.204
N: -0.106 -9.041 0.298
C: 0.183 -8.544 -0.920
C: 0.281 -7.191 -1.137
C: 0.087 -6.307 -0.049
N: -0.216 -6.862 1.163
C: 0.166 -4.881 -0.093
C: 0.486 -4.143 -1.257
C: 0.455 -2.774 -1.225
N: 0.116 -2.072 -0.121
C: -0.105 -2.758 1.021
C: -0.092 -4.125 1.077
H: 0.334 -9.276 -1.700
H: 0.511 -6.818 -2.121
H: 0.749 -4.644 -2.173
H: 0.690 -2.184 -2.107
H: -0.317 -2.160 1.903
H: -0.284 -4.655 1.995

Here is a molecular structure, C34H53BrHgN2P2 in a non-equilibrium geometry from the OMol25 dataset. Energies are from ωB97M-V/def2-TZVPD.

Results
Gap between HOMO and LUMO (spin up / spin down) = 4.899 / 4.848 eV
Highest occupied orbital energy (spin up / spin down) = -0.4117 / -0.4099 Eh
E_LUMO (spin up / spin down) = -6.31 / -6.31 eV
Charge = +2
Relative energy (zero: lowest compared OMol25 entry of this formula, charge and spin) = 0.00 kJ/mol

Cartesian coordinates (Å):
N: 8.272 -1.191 0.536
C: 7.747 -1.850 -0.500
C: 6.706 -1.318 -1.265
C: 6.084 -0.118 -0.825
C: 6.715 0.593 0.225
C: 7.777 -0.011 0.901
C: 4.831 0.317 -1.401
Hg: 3.448 2.282 -2.342
P: -0.368 3.074 -2.654
C: 3.770 0.983 -0.660
C: 2.515 0.317 -0.147
C: 1.508 1.179 0.289
C: 0.268 0.663 0.618
C: 0.041 -0.713 0.461
C: 1.088 -1.605 0.229
C: 2.350 -1.067 -0.063
Br: -1.781 -1.162 0.447
H: 4.681 -0.020 -2.439
H: 4.205 1.665 0.084
H: 6.389 -1.799 -2.190
H: 6.403 1.613 0.443
H: 8.174 -2.826 -0.741
H: 8.227 0.511 1.745
H: 1.715 2.249 0.330
H: 3.220 -1.693 -0.255
H: -0.520 1.305 1.052
H: 1.001 -2.689 0.291
P: -0.806 0.938 3.241
C: 0.361 1.425 -3.009
C: 0.329 1.220 -4.538
H: -0.116 0.612 -2.438
H: 1.391 1.456 -2.611
H: 0.668 0.204 -4.785
H: -0.692 1.369 -4.923
H: 0.982 1.951 -5.044
C: 0.032 3.919 -1.077
C: -0.793 5.206 -1.006
H: 1.109 4.135 -1.124
H: -0.189 3.239 -0.248
H: -0.386 5.866 -0.240
H: -0.747 5.759 -1.949
H: -1.842 5.029 -0.754
C: -2.024 2.401 -2.110
C: -3.140 2.885 -3.039
H: -2.236 2.683 -1.070
H: -1.975 1.300 -2.145
H: -4.124 2.550 -2.676
H: -3.197 3.982 -3.131
H: -2.968 2.464 -4.039
C: -2.276 0.200 4.013
C: -2.293 -0.020 5.532
H: -2.426 -0.761 3.495
H: -3.155 0.792 3.711
H: -1.910 -1.019 5.771
H: -1.688 0.716 6.070
H: -3.323 0.040 5.913
C: -0.673 2.744 3.501
C: 0.733 3.326 3.341
H: -1.070 2.915 4.514
H: -1.369 3.214 2.780
H: 1.400 3.014 4.153
H: 1.205 3.041 2.396
H: 0.676 4.417 3.358
C: 0.767 0.242 3.842
C: 0.866 -1.282 3.850
H: 0.940 0.649 4.851
H: 1.570 0.686 3.220
H: 1.901 -1.568 4.093
H: 0.168 -1.684 4.598
H: 0.618 -1.687 2.864
C: -5.028 -2.180 -0.744
N: -4.474 -2.573 -2.081
C: -5.017 -1.751 -3.198
C: -2.944 -2.633 -2.169
C: -2.347 -3.604 -1.192
C: -2.269 -4.976 -1.499
C: -1.682 -5.867 -0.588
C: -1.140 -5.413 0.617
C: -1.235 -4.038 0.908
C: -1.821 -3.179 0.013
H: -4.872 -1.099 -0.621
H: -4.523 -2.770 0.031
H: -6.104 -2.413 -0.773
H: -4.774 -3.541 -2.263
H: -4.670 -0.722 -3.074
H: -4.655 -2.151 -4.152
H: -6.109 -1.771 -3.173
H: -2.698 -2.896 -3.209
H: -2.603 -1.613 -1.980
H: -2.630 -5.325 -2.482
H: -1.671 -6.934 -0.841
H: -0.685 -6.126 1.313
H: -0.815 -3.681 1.837

Here is a molecular structure, C12H18NO2PS in a non-equilibrium geometry from the OMol25 dataset. Energies are from ωB97M-V/def2-TZVPD.

Results
Gap between HOMO and LUMO = 9.834 eV
Highest occupied orbital energy = -0.3365 Eh
E_LUMO = 0.68 eV
Charge = 0
Relative energy (zero: lowest compared OMol25 entry of this formula, charge and spin) = 0.00 kJ/mol

Cartesian coordinates (Å):
O: -1.609 -1.176 1.947
O: -1.112 0.693 0.188
S: 0.250 0.807 2.964
C: -1.384 0.214 -4.789
C: -1.615 -0.751 -3.762
C: -0.702 1.428 -4.474
C: -1.096 -0.561 -2.478
C: -0.241 1.640 -3.177
C: -0.441 0.661 -2.145
N: 0.729 -1.101 0.557
C: 1.671 -1.862 1.399
C: -0.619 1.029 5.614
C: -0.949 0.343 4.290
C: 1.893 -0.712 -1.598
C: 1.230 -0.076 -0.379
C: 0.029 0.894 -0.704
P: -0.590 -0.270 1.358
H: -1.752 0.039 -5.808
H: -2.173 -1.666 -3.979
H: -0.574 2.188 -5.254
H: -1.211 -1.297 -1.696
H: 0.258 2.582 -2.932
H: 1.104 -2.577 2.043
H: 2.390 -2.401 0.764
H: 2.268 -1.179 2.019
H: -0.525 2.103 5.541
H: -1.379 0.876 6.334
H: 0.283 0.565 6.018
H: -1.969 0.535 3.992
H: -0.853 -0.726 4.404
H: 2.001 -0.021 -2.431
H: 2.869 -1.026 -1.284
H: 1.371 -1.588 -1.991
H: 1.991 0.486 0.126
H: 0.454 1.909 -0.678

Here is 2 unconnected molecules or ions with the total composition C4H10IPS in a non-equilibrium geometry from the OMol25 dataset. Energies are from ωB97M-V/def2-TZVPD.

Results
Gap between HOMO and LUMO (spin up / spin down) = 7.457 / 4.399 eV
Highest occupied orbital energy (spin up / spin down) = -0.3264 / -0.2910 Eh
E_LUMO (spin up / spin down) = -1.42 / -3.52 eV
Charge = 0
Relative energy (zero: lowest compared OMol25 entry of this formula, charge and spin) = 255.34 kJ/mol

Cartesian coordinates (Å):
C: -2.030 1.559 0.074
C: 1.885 -0.106 -1.066
C: -1.179 0.336 0.277
C: 1.492 -0.824 0.193
P: 0.390 0.485 1.165
S: 0.295 0.223 3.038
I: -0.863 -3.947 -0.504
H: -2.867 1.308 -0.460
H: -2.305 1.905 1.009
H: -1.472 2.341 -0.515
H: 2.502 0.726 -0.890
H: 2.412 -0.809 -1.639
H: 0.889 0.040 -1.507
H: -0.704 0.066 -0.620
H: -1.730 -0.551 0.602
H: 2.349 -1.029 0.938
H: 0.936 -1.723 -0.096

Here is a molecular structure, C23H22O7 in a non-equilibrium geometry from the OMol25 dataset. Energies are from ωB97M-V/def2-TZVPD.

Results
Gap between HOMO and LUMO = 7.827 eV
Highest occupied orbital energy = -0.2728 Eh
E_LUMO = 0.40 eV
Charge = 0

Cartesian coordinates (Å):
C: 7.391 0.153 0.722
H: 8.322 0.637 1.143
O: 6.405 1.121 0.761
C: 5.061 0.672 0.308
C: 4.042 1.426 0.560
C: 2.636 1.356 0.389
C: 2.248 0.241 -0.301
C: 3.299 -0.517 -0.966
C: 4.591 -0.380 -0.551
O: 5.658 -1.350 -0.831
C: 5.172 -2.280 -1.469
H: 4.738 -2.171 -2.591
H: 6.160 -3.257 -1.689
H: 4.504 -2.950 -0.879
H: 3.009 -1.388 -1.583
C: 0.839 0.127 -0.775
C: 0.293 -1.123 -0.036
O: 0.877 -1.982 0.368
C: -1.057 -0.719 0.072
C: -1.899 0.344 -0.221
C: -3.300 0.366 -0.306
C: -4.065 -0.593 0.561
C: -3.263 -1.661 0.980
C: -1.942 -1.812 0.967
O: -1.260 -2.765 1.033
H: -0.210 -2.833 1.051
H: -3.782 -2.752 1.417
O: -5.237 -0.506 0.542
C: -6.169 0.213 -0.069
C: -5.313 1.458 -0.500
C: -4.008 1.642 -0.673
H: -3.505 2.382 -1.057
H: -5.926 2.385 -0.818
C: -6.583 -0.608 -1.472
H: -5.734 -0.814 -2.057
H: -7.176 0.365 -1.992
H: -7.067 -1.381 -1.350
C: -7.280 0.600 0.989
H: -6.954 1.161 1.621
H: -8.114 1.322 0.284
H: -7.680 -0.417 1.203
O: -1.391 1.409 -0.712
C: 0.043 1.424 -0.718
C: 0.394 1.901 0.672
O: 1.693 2.450 0.701
H: 0.317 1.241 1.400
H: -0.043 2.851 0.854
H: 0.603 2.043 -1.465
H: 0.911 -0.085 -2.050
H: 4.164 2.511 1.374
H: 7.623 0.049 -0.461
H: 7.174 -0.771 1.055

Here is 3 unconnected molecules or ions with the total composition C4H12O2 in a non-equilibrium geometry from the OMol25 dataset. Energies are from ωB97M-V/def2-TZVPD.

Results
Structure (SMILES) = C/C=C/C.O.O
Gap between HOMO and LUMO = 10.198 eV
Highest occupied orbital energy = -0.3487 Eh
E_LUMO = 0.71 eV
Charge = 0
Relative energy (zero: lowest compared OMol25 entry of this formula, charge and spin) = 63.11 kJ/mol

Cartesian coordinates (Å):
C: 1.715 1.149 0.628
C: 1.181 -0.132 0.030
C: 0.183 -0.816 0.565
C: -0.277 -2.159 0.052
H: 1.799 1.088 1.685
H: 2.640 1.445 0.151
H: 0.996 1.935 0.396
H: 1.709 -0.526 -0.835
H: -0.405 -0.367 1.361
H: 0.388 -2.923 0.465
H: -1.296 -2.379 0.362
H: -0.204 -2.246 -1.033
O: -0.566 0.588 -2.745
H: 0.279 0.926 -3.047
H: -0.437 0.466 -1.799
O: -2.587 1.380 1.637
H: -2.373 2.018 0.949
H: -2.745 0.553 1.178

Here is 2 unconnected molecules or ions with the total composition CH2FNOS in a non-equilibrium geometry from the OMol25 dataset. Energies are from ωB97M-V/def2-TZVPD.

Results
Gap between HOMO and LUMO (spin up / spin down) = 7.917 / 8.040 eV
Highest occupied orbital energy (spin up / spin down) = -0.3219 / -0.3226 Eh
E_LUMO (spin up / spin down) = -0.84 / -0.74 eV
Charge = 0
Relative energy (zero: lowest compared OMol25 entry of this formula, charge and spin) = 350.09 kJ/mol

Cartesian coordinates (Å):
C: -1.227 -0.081 -0.118
N: 0.923 -0.293 -0.733
O: -1.798 0.881 -0.524
F: -1.588 -0.728 0.900
S: 1.654 0.109 0.612
H: 0.854 -1.263 -0.787
H: 1.183 1.376 0.651

Here is a gas-phase ion, C2H9BNOS (charge -1) in a non-equilibrium geometry from the OMol25 dataset. Energies are from ωB97M-V/def2-TZVPD.

Results
Gap between HOMO and LUMO = 7.169 eV
Highest occupied orbital energy = -0.1293 Eh
E_LUMO = 3.65 eV
Charge = -1
Relative energy (zero: lowest compared OMol25 entry of this formula, charge and spin) = 123.94 kJ/mol

Cartesian coordinates (Å):
C: 2.222 -1.026 0.200
O: 0.768 -1.233 -0.111
C: 0.177 0.128 0.062
B: -1.336 0.281 -0.564
N: -2.454 -0.256 0.311
S: -1.637 2.161 -0.736
H: 2.736 -2.001 0.619
H: 2.388 -0.081 0.909
H: 2.784 -0.747 -0.811
H: 0.286 0.527 1.175
H: 0.876 0.847 -0.586
H: -1.371 -0.138 -1.668
H: -2.647 -1.269 0.150
H: -2.328 -0.027 1.323
H: -0.463 2.833 -0.271

Here is a molecular structure, C26H27BrN2O8P2SiSn in a non-equilibrium geometry from the OMol25 dataset. Energies are from ωB97M-V/def2-TZVPD.

Results
Gap between HOMO and LUMO = 7.311 eV
Highest occupied orbital energy = -0.5116 Eh
E_LUMO = -6.61 eV
Charge = +2
Relative energy (zero: lowest compared OMol25 entry of this formula, charge and spin) = 115.33 kJ/mol

Cartesian coordinates (Å):
Sn: -0.276 0.436 -1.233
N: 1.033 1.978 3.739
C: 1.398 1.546 2.366
C: 2.885 1.353 2.234
P: 0.393 0.002 2.167
O: -1.045 0.446 1.604
O: 0.309 -0.570 3.511
O: 0.888 -0.785 0.934
P: 0.620 2.796 1.257
O: 1.700 3.961 1.252
O: -0.624 3.172 1.960
O: 0.559 2.186 -0.135
H: 1.786 2.492 4.206
H: 0.775 1.115 4.273
H: 0.200 2.601 3.622
H: 3.253 0.606 2.938
H: 3.404 2.296 2.405
H: 3.120 1.032 1.223
H: -1.655 0.755 2.280
H: 1.294 4.828 1.261
O: -6.234 2.963 0.259
C: -5.065 2.527 -0.160
C: -4.075 3.337 -0.738
C: -2.878 2.771 -1.118
N: -2.608 1.468 -0.980
C: -3.562 0.701 -0.452
Br: -3.114 -1.148 -0.347
C: -4.783 1.155 -0.024
H: -6.370 3.911 0.117
H: -4.245 4.393 -0.881
H: -2.088 3.368 -1.561
H: -5.520 0.495 0.407
C: -1.920 -4.060 -2.513
C: -1.009 -3.065 -2.829
C: -0.111 -2.618 -1.872
C: -0.117 -3.131 -0.569
C: -1.048 -4.127 -0.274
C: -1.932 -4.591 -1.235
Si: 1.169 -2.575 0.719
C: 2.898 -2.396 -0.044
C: 3.203 -2.909 -1.312
C: 4.467 -2.760 -1.861
C: 5.449 -2.079 -1.162
C: 5.176 -1.593 0.109
C: 3.925 -1.772 0.669
C: 0.940 -3.236 2.461
C: 2.016 -3.632 3.257
C: 1.832 -3.938 4.594
C: 0.568 -3.869 5.155
C: -0.515 -3.511 4.370
C: -0.334 -3.200 3.037
H: -2.601 -4.428 -3.264
H: -0.969 -2.663 -3.831
H: 0.688 -1.937 -2.184
H: -1.059 -4.574 0.706
H: -2.621 -5.385 -0.994
H: 2.451 -3.464 -1.852
H: 4.693 -3.185 -2.827
H: 6.429 -1.939 -1.591
H: 5.949 -1.084 0.663
H: 3.727 -1.435 1.676
H: 3.002 -3.702 2.822
H: 2.677 -4.220 5.202
H: 0.432 -4.086 6.202
H: -1.499 -3.459 4.808
H: -1.184 -2.902 2.438
O: 3.495 0.269 -1.527
C: 2.481 -0.208 -1.568